1.
147
Properties=species:S:1:pos:R:3:forces:R:3:lowdin_charge:R:1 method="wB97M-V/def2-TZVPD" homo_energy_ha=-0.30384 smiles=CC1(C)CCCC(C)(C)N1O.CC1(C)CCCC(C)(C)N1O.CC(C)O.CC(C)O.CC(C)O.CC(C)O.CC(C)O.CCO.CCO.CCO homo_lumo_gap_ev=8.5
C -13.471455 -6.990213 -8.237809 1.3 -0.4 0.9 -0.06
C -14.811422 -7.081495 -8.896499 -0.8 -0.6 0.1 -0.49
C -14.599457 -7.272275 -10.423544 -0.7 -0.1 -0.2 -0.02
C -15.488514 -8.398725 -8.284498 -0.7 0.7 -1.5 -0.12
C -16.984134 -8.474126 -8.601352 1.0 0.6 0.5 -0.19
C -17.651283 -7.254953 -8.013556 -0.8 0.4 -1.5 -0.13
C -17.111422 -5.887837 -8.578291 0.1 0.3 1.3 -0.43
C -17.670859 -5.538830 -9.991923 0.7 -0.5 0.3 -0.02
C -17.584142 -4.789963 -7.542126 -0.1 0.3 -1.1 -0.03
N -15.613362 -5.914159 -8.521169 -1.0 -0.8 1.4 -0.12
O -15.025835 -4.704866 -8.916132 -0.3 -0.5 -0.3 0.00
H -13.519577 -6.941537 -7.149964 -0.5 0.3 0.1 0.08
H -12.977213 -7.948359 -8.398379 0.3 0.0 -0.3 0.09
H -12.786923 -6.193533 -8.529049 -0.3 0.1 -0.4 0.09
H -14.395221 -6.384929 -11.022708 0.4 0.5 0.5 0.08
H -13.786247 -7.968478 -10.628696 -0.1 -0.1 0.1 0.09
H -15.511247 -7.623155 -10.906903 -0.1 -0.5 0.1 0.06
H -15.045258 -9.250276 -8.800715 0.6 0.0 0.4 0.11
H -15.431566 -8.474985 -7.198665 0.7 0.2 0.0 0.10
H -17.119521 -8.503717 -9.682504 -0.3 -0.2 0.0 0.11
H -17.443625 -9.339103 -8.123043 0.1 -0.3 -0.3 0.09
H -17.730949 -7.302975 -6.927534 0.6 0.2 0.1 0.11
H -18.677414 -7.401372 -8.350802 -0.4 0.7 0.1 0.10
H -17.408696 -6.263626 -10.762677 0.0 -0.4 0.2 0.07
H -17.176898 -4.630853 -10.337859 -0.5 0.4 0.1 0.08
H -18.758362 -5.465497 -9.998898 0.1 0.3 0.1 0.08
H -17.573619 -5.128394 -6.506049 0.0 -0.1 -0.2 0.07
H -18.570957 -4.433427 -7.837394 -0.5 -0.5 0.3 0.07
H -17.059287 -3.835771 -7.588386 0.7 -0.3 -0.2 0.07
H -15.152125 -4.748848 -9.866777 0.3 0.6 -0.6 0.07
C -23.725264 -11.715503 -8.031421 -1.3 -0.8 0.2 -0.03
C -23.631299 -10.571164 -9.043288 -0.2 0.2 0.5 -0.49
C -25.001477 -9.834288 -9.209515 0.0 -1.0 0.3 -0.03
C -22.783019 -9.474245 -8.393726 1.9 0.5 -0.6 -0.15
C -21.248945 -9.675467 -8.403491 -0.7 -0.9 -2.1 -0.15
C -20.787406 -9.977314 -9.884659 -1.5 -1.0 1.1 -0.10
C -21.646941 -11.102640 -10.657404 1.3 1.4 1.2 -0.46
C -21.425884 -10.753041 -12.123364 -0.1 -0.9 -1.0 -0.06
C -21.056572 -12.516043 -10.316338 -1.2 0.6 -0.6 -0.02
N -23.091026 -10.929859 -10.363625 1.0 1.2 -0.1 -0.10
O -23.816609 -11.948687 -10.992696 -0.4 -0.6 0.3 -0.01
H -24.271414 -11.378950 -7.150190 0.7 0.5 0.5 0.08
H -24.419752 -12.519761 -8.274227 0.1 -0.2 -1.0 0.08
H -22.799447 -12.231118 -7.776264 0.2 0.5 0.1 0.06
H -25.325885 -9.477342 -8.232048 0.2 0.2 0.1 0.07
H -24.910828 -8.976873 -9.876383 0.0 -0.2 -0.1 0.08
H -25.815500 -10.497365 -9.502425 0.1 -0.1 -0.5 0.08
H -22.911240 -8.573667 -8.994237 -0.4 0.3 0.2 0.12
H -23.062310 -9.299096 -7.354770 -0.5 0.0 -0.2 0.10
H -20.750974 -8.740607 -8.146278 0.1 -0.2 0.6 0.10
H -20.993830 -10.537499 -7.787113 0.4 0.2 0.4 0.08
H -19.763996 -10.345489 -9.812807 0.1 0.2 -0.5 0.09
H -20.869426 -9.052476 -10.455669 0.2 0.0 0.0 0.10
H -20.385337 -10.858704 -12.430293 0.2 0.0 0.3 0.09
H -21.741310 -9.769804 -12.472424 -0.2 0.2 0.6 0.08
H -21.962539 -11.455047 -12.761570 -0.1 -0.2 -0.1 0.07
H -21.265140 -12.738300 -9.269820 0.4 -0.1 0.0 0.06
H -20.008199 -12.627806 -10.592988 0.0 0.3 0.3 0.07
H -21.586995 -13.246052 -10.927776 -0.2 -0.1 0.1 0.08
H -24.170611 -11.542837 -11.787414 -0.1 0.1 -0.1 0.10
C -14.335709 -9.065797 -4.296256 0.1 -0.4 -0.3 -0.04
C -15.708397 -9.024658 -3.706299 -0.4 -0.7 0.3 -0.54
C -16.054437 -10.101375 -2.693279 -0.2 0.2 -0.6 -0.05
O -15.948992 -7.746551 -3.184760 0.1 0.8 0.8 -0.03
H -13.571666 -8.939496 -3.529196 -0.1 0.4 0.0 0.09
H -14.338552 -8.269716 -5.040794 0.7 0.0 -0.1 0.06
H -14.103895 -10.016514 -4.776355 -0.2 0.0 -0.2 0.08
H -16.505203 -9.136457 -4.441630 0.3 -0.5 -0.8 0.10
H -17.037676 -9.767891 -2.361434 0.0 -0.6 0.6 0.08
H -15.369956 -10.332227 -1.877013 0.1 0.6 0.1 0.08
H -16.136438 -11.015002 -3.282049 -0.3 -0.2 0.1 0.07
H -15.785733 -7.165176 -3.931052 -0.1 0.5 0.2 0.08
C -18.488176 -17.814337 -3.128376 -1.3 -0.7 0.2 -0.05
C -19.468420 -17.008445 -2.250892 3.0 -0.3 0.0 -0.44
C -19.136983 -17.217093 -0.750748 -1.3 -0.4 -0.2 -0.03
O -19.238337 -15.650019 -2.585674 -2.0 0.3 -0.5 -0.09
H -17.464438 -17.480652 -2.958876 0.0 -0.1 -0.1 0.09
H -18.778476 -17.802017 -4.178935 0.2 0.6 -0.1 0.07
H -18.631306 -18.867104 -2.884887 0.5 -0.2 0.3 0.08
H -20.480043 -17.372383 -2.430492 -0.1 0.7 -0.3 0.13
H -20.149995 -17.321087 -0.362050 0.2 -0.4 0.9 0.07
H -18.691664 -16.394627 -0.190973 0.1 0.2 -0.6 0.06
H -18.540064 -18.112639 -0.578134 -0.2 -0.1 0.1 0.08
H -18.370852 -15.408034 -2.253230 0.6 0.2 0.1 0.03
C -19.325321 -9.935131 -4.808486 0.5 -0.5 0.4 -0.02
C -19.980757 -11.349187 -4.680804 1.5 1.4 -1.2 -0.45
C -18.893189 -12.377492 -4.337628 -0.1 -0.5 0.1 -0.02
O -20.951852 -11.230853 -3.710295 -0.8 0.3 0.9 -0.05
H -18.853800 -9.762636 -3.841005 0.1 0.2 0.1 0.07
H -19.941874 -9.057932 -5.004647 -0.6 -0.4 0.0 0.08
H -18.525065 -9.882189 -5.546652 0.1 -0.4 -0.2 0.05
H -20.468472 -11.560710 -5.632383 0.0 -0.4 -0.3 0.10
H -18.422350 -12.154861 -3.380103 0.0 0.3 0.0 0.07
H -18.106739 -12.488730 -5.084101 0.0 0.6 -0.1 0.06
H -19.239969 -13.404647 -4.224524 -0.6 0.0 0.0 0.06
H -21.007622 -12.024820 -3.173534 0.0 -0.8 0.2 0.05
C -23.119478 -12.692128 -1.671309 -0.3 0.3 1.6 -0.03
C -22.026166 -13.670905 -1.297735 -2.1 0.7 -1.1 -0.52
C -22.536661 -15.057300 -1.385116 -0.5 -1.6 2.4 -0.05
O -21.153692 -13.620355 -2.342466 2.4 1.0 -1.6 -0.09
H -22.784738 -11.657211 -1.600649 0.0 0.0 -0.4 0.08
H -23.897075 -12.779523 -0.912488 -0.3 0.0 -0.1 0.08
H -23.542382 -12.949020 -2.642529 0.2 0.2 0.0 0.10
H -21.493623 -13.463462 -0.369587 -0.4 0.1 0.4 0.14
H -22.801283 -15.450262 -2.366777 0.2 0.5 0.0 0.10
H -23.356206 -15.234172 -0.688580 -0.3 0.0 -0.1 0.09
H -21.721504 -15.623748 -0.934833 0.1 -0.8 -0.4 0.07
H -20.578833 -14.378801 -2.216387 1.0 -0.4 -0.8 0.04
C -15.989594 -11.610632 -6.939706 0.0 -0.6 -0.5 -0.04
C -16.851830 -12.798585 -7.486026 1.5 1.2 0.0 -0.47
C -18.057689 -12.270885 -8.175100 -0.6 0.3 -0.4 -0.07
O -16.035907 -13.398990 -8.498966 0.3 -0.2 0.4 -0.05
H -16.514789 -10.932292 -6.267304 -0.1 -0.3 0.2 0.06
H -15.657308 -10.999186 -7.778638 -0.3 -0.1 -0.2 0.05
H -15.040666 -11.936525 -6.513756 -0.2 -0.3 0.4 0.08
H -17.084978 -13.534880 -6.716866 0.0 0.0 0.2 0.12
H -18.491524 -13.043973 -8.809313 -0.3 -0.1 0.2 0.07
H -17.712750 -11.486849 -8.849187 -0.1 0.1 -0.1 0.08
H -18.812693 -11.857646 -7.506277 -0.1 0.0 0.1 0.07
H -16.563961 -14.098254 -8.891121 0.0 -0.2 -0.2 0.08
C -24.575781 -8.302128 -4.456654 0.4 0.3 0.3 -0.08
C -23.237525 -9.029405 -4.498160 -1.7 -1.5 -0.5 -0.36
O -22.828479 -9.290690 -3.185327 0.2 1.0 0.2 -0.07
H -24.960230 -8.133691 -5.462592 0.1 0.3 0.0 0.06
H -24.402601 -7.378928 -3.903647 -0.2 0.4 -0.4 0.07
H -25.352597 -8.805759 -3.881314 0.2 -0.5 -0.1 0.07
H -22.561593 -8.585717 -5.229162 0.7 0.9 0.6 0.09
H -23.387176 -10.000255 -4.970533 -0.3 -0.4 -0.2 0.09
H -22.188512 -10.004978 -3.228324 0.5 -0.2 -0.1 0.02
C -21.255443 -14.595792 -6.141225 -0.3 0.9 1.6 -0.07
C -19.974187 -15.268693 -6.560265 -0.7 0.8 1.0 -0.34
O -19.990325 -15.534819 -7.905563 0.4 -0.5 -1.9 -0.06
H -21.244302 -14.444608 -5.061813 0.0 -0.4 0.4 0.06
H -22.190331 -15.119112 -6.341770 0.1 -0.2 -0.4 0.08
H -21.327451 -13.545508 -6.423717 0.0 -0.1 -0.9 0.05
H -19.825088 -16.170257 -5.966079 0.3 -0.1 0.2 0.11
H -19.172945 -14.549202 -6.391563 0.3 -0.3 0.2 0.09
H -20.783690 -16.038580 -8.101479 0.0 0.0 -0.2 0.09
C -18.341297 -13.560415 0.029698 0.1 -2.2 -0.4 -0.06
C -17.082834 -13.531449 -0.779164 1.3 2.6 -0.4 -0.30
O -16.919275 -14.591039 -1.719947 -0.7 -0.4 0.5 -0.07
H -18.130922 -14.397835 0.694969 -0.9 0.0 0.6 0.07
H -19.100727 -13.879920 -0.683933 -0.4 0.2 0.3 0.05
H -18.664455 -12.673256 0.574328 0.5 0.0 -0.3 0.10
H -16.199124 -13.463176 -0.144739 0.1 -0.2 0.2 0.12
H -17.105176 -12.582041 -1.314153 0.2 0.1 -0.4 0.09
H -16.006146 -14.658769 -2.008434 0.0 0.2 0.1 0.11

=====

2.
44
Properties=species:S:1:pos:R:3:forces:R:3:nbo_charge:R:1 method="wB97M-V/def2-TZVPD" homo_energy_ha=-0.32667 e_above_lowest_kj_mol=362.24 homo_lumo_gap_ev=6.5
Pd -0.452436 -1.723936 0.034406 0.4 -0.1 0.4 0.94
Se -0.233575 5.349371 -2.641831 0.0 -0.3 0.0 0.91
N -1.490083 4.066942 -2.722854 0.2 0.2 0.0 -0.57
C -0.974228 2.995905 -2.203400 0.0 -0.1 0.0 0.10
C -1.720288 1.736690 -2.072990 -0.1 0.1 -0.1 -0.09
C -3.067137 1.614980 -2.425985 0.0 -0.1 0.0 -0.11
C -3.688350 0.396968 -2.268325 0.0 0.0 0.0 -0.21
C -2.960820 -0.683881 -1.771021 0.1 -0.1 -0.1 0.10
N -1.686110 -0.577083 -1.438077 -0.2 0.2 0.3 -0.47
C -1.081967 0.618213 -1.567188 0.2 -0.1 0.0 0.22
C 0.331729 0.664724 -1.123948 -0.1 0.0 -0.3 0.30
N 0.847207 -0.446749 -0.746464 0.0 0.1 0.4 -0.39
C 2.206986 -0.541291 -0.209851 0.1 -0.1 -0.1 -0.05
C 2.788701 0.817132 0.223235 0.0 0.0 0.0 -0.27
C 2.218416 2.010999 -0.453045 0.0 0.1 0.0 0.00
C 1.052798 1.943355 -1.106849 0.1 -0.1 -0.1 -0.19
C 0.390883 3.096503 -1.734171 0.0 -0.1 0.0 0.20
N 0.964815 4.251463 -1.874398 -0.2 0.2 -0.1 -0.60
H -3.596772 2.476901 -2.808086 0.0 0.0 0.0 0.25
H -4.731837 0.265909 -2.515993 0.0 0.0 0.0 0.24
H -3.405223 -1.662622 -1.646379 0.0 0.0 0.1 0.23
H 2.792642 -1.163657 -0.886617 0.0 0.0 0.0 0.24
H 3.874963 0.821125 0.144789 0.0 0.0 0.0 0.25
H 2.735373 2.962728 -0.401936 0.0 0.0 0.1 0.24
O 0.176006 -3.933026 2.978615 0.0 0.0 0.0 -0.93
S 1.313338 -3.462714 2.253094 -0.1 0.1 0.0 2.44
O 2.527781 -3.213929 2.991647 0.0 0.0 0.1 -0.96
O 1.594428 -4.183202 0.990047 0.1 0.0 -0.1 -1.02
C 0.923282 -1.747157 1.698258 -0.1 -0.3 0.2 -0.38
C 2.173976 -0.994381 1.259338 0.0 0.0 0.0 -0.27
C 2.367394 0.484210 1.707334 0.0 0.0 0.0 -0.24
C 1.114797 1.126640 2.193096 -0.1 0.0 0.0 -0.13
C -0.024670 0.462718 2.384507 0.1 0.0 0.0 -0.28
C -0.150675 -0.989148 2.172003 -0.2 0.6 -0.7 -0.18
S -1.880176 -1.568947 2.280727 0.3 -0.1 -0.1 2.38
O -2.580385 -0.452501 1.679817 -0.1 0.0 0.2 -0.98
O -2.275661 -1.978631 3.581095 0.0 -0.1 0.0 -0.89
O -1.728837 -2.698259 1.268770 -0.4 0.2 -0.1 -0.89
H 3.041398 -1.603034 1.500178 0.0 0.0 0.0 0.29
H 3.172917 0.651513 2.423457 0.0 0.0 0.0 0.24
H 1.146018 2.188207 2.415644 0.0 0.0 0.0 0.22
H -0.910080 0.976846 2.732168 0.0 0.0 0.0 0.26
I 0.204342 -4.277010 -0.996160 -0.2 0.0 -0.5 0.25
I -1.320879 -4.078885 -3.296656 0.2 -0.1 0.3 -0.22

=====

Number 1: LUMO energy 0.2 eV. Number 2: LUMO energy -2.4 eV.